Record 1
DFT (ωB97M-V with the def2-TZVPD basis set) results for C24H66BCoF4N2O16 as an isolated structure at a distorted geometry.

```
114
Properties=species:S:1:pos:R:3:lowdin_charge:R:1
Co 17.334 -24.090 7.131 0.914
B 14.963 -24.168 8.443 -1.402
F 14.586 -24.142 9.793 0.160
F 15.469 -25.303 7.997 0.239
F 13.918 -23.794 7.589 0.130
F 15.891 -23.171 8.248 0.145
C 17.889 -27.061 8.331 -0.026
O 17.759 -26.136 7.221 -0.278
C 17.792 -26.828 5.972 -0.147
C 16.669 -26.081 5.209 -0.147
N 16.871 -24.621 5.102 -0.063
C 17.974 -24.264 4.084 -0.125
C 17.538 -24.703 2.672 -0.267
O 16.254 -24.392 2.295 -0.182
C 15.858 -24.587 0.929 -0.033
H 18.290 -26.424 9.120 0.088
H 18.574 -27.886 8.132 0.102
H 16.992 -27.510 8.758 0.104
H 17.521 -27.883 5.933 0.143
H 18.761 -26.692 5.491 0.125
H 15.746 -26.289 5.750 0.131
H 16.727 -26.496 4.203 0.122
H 16.140 -24.399 4.441 0.068
H 18.912 -24.763 4.330 0.108
H 18.046 -23.177 4.074 0.117
H 17.834 -25.735 2.482 0.124
H 18.371 -24.242 2.141 0.126
H 14.885 -24.115 0.787 0.096
H 15.741 -25.663 0.800 0.095
H 16.611 -24.173 0.259 0.096
C 15.585 -26.450 14.338 -0.099
O 14.771 -26.244 13.176 -0.178
C 13.450 -26.085 13.499 -0.278
C 12.721 -25.786 12.242 -0.229
N 12.608 -26.976 11.393 -0.022
C 11.746 -26.686 10.214 -0.170
C 12.482 -26.320 8.922 -0.213
O 11.636 -26.701 7.851 -0.171
C 12.226 -26.591 6.609 -0.113
H 15.430 -27.254 15.057 0.091
H 15.592 -25.588 15.005 0.089
H 16.595 -26.703 14.012 0.080
H 13.224 -25.332 14.254 0.132
H 13.070 -27.068 13.778 0.131
H 13.205 -24.940 11.755 0.104
H 11.746 -25.365 12.487 0.123
H 13.532 -27.223 11.068 0.094
H 11.038 -25.884 10.423 0.114
H 11.073 -27.511 9.981 0.115
H 13.471 -26.758 9.056 0.117
H 12.579 -25.237 8.835 0.104
H 13.094 -27.245 6.694 0.089
H 12.516 -25.557 6.426 0.072
H 11.517 -26.869 5.829 0.098
C 12.995 -18.786 7.308 -0.192
C 12.195 -20.046 7.013 -0.198
O 13.081 -21.124 6.689 -0.088
O 13.469 -18.756 8.693 -0.069
H 12.458 -17.852 7.145 0.117
H 13.852 -18.720 6.638 0.094
H 11.519 -19.784 6.199 0.120
H 11.664 -20.487 7.857 0.118
H 12.896 -21.905 7.216 0.058
H 13.197 -19.645 8.932 0.033
C 16.437 -22.133 11.745 -0.190
C 16.474 -23.413 12.713 -0.218
O 17.256 -24.385 12.071 -0.073
O 15.359 -21.247 12.020 -0.055
H 16.307 -22.509 10.730 0.089
H 17.395 -21.620 11.820 0.114
H 15.487 -23.774 13.004 0.101
H 16.900 -23.295 13.709 0.114
H 17.278 -25.220 12.545 0.068
H 15.395 -21.038 12.956 0.096
C 16.669 -20.719 6.708 -0.192
C 16.739 -19.733 5.538 -0.198
O 17.991 -19.029 5.441 -0.043
O 17.448 -21.861 6.484 -0.108
H 15.679 -21.159 6.823 0.107
H 16.947 -20.292 7.672 0.141
H 15.870 -19.076 5.560 0.112
H 16.587 -20.189 4.560 0.120
H 18.505 -19.540 4.811 0.075
H 18.262 -21.467 6.162 0.088
C 12.379 -22.607 3.997 -0.239
C 13.921 -22.602 4.048 -0.147
O 14.492 -23.602 5.015 -0.101
O 12.003 -23.758 3.316 -0.072
H 11.872 -21.741 3.572 0.129
H 11.827 -22.800 4.917 0.115
H 14.213 -21.652 4.495 0.085
H 14.489 -22.499 3.123 0.113
H 14.136 -23.322 5.861 0.035
H 12.537 -24.462 3.690 0.073
C 20.418 -23.870 7.532 -0.175
C 19.736 -23.208 8.761 -0.163
O 18.390 -23.678 8.984 -0.070
O 19.493 -23.790 6.501 -0.092
H 20.449 -24.876 7.951 0.125
H 21.410 -23.480 7.304 0.148
H 19.722 -22.121 8.673 0.127
H 20.421 -23.413 9.583 0.134
H 18.146 -23.576 9.906 0.091
H 19.842 -23.464 5.668 0.109
C 12.392 -21.304 11.104 -0.185
C 11.024 -20.548 11.417 -0.244
O 10.301 -21.267 12.324 -0.063
O 12.398 -22.106 9.898 -0.082
H 12.674 -21.989 11.904 0.112
H 13.150 -20.526 11.022 0.087
H 10.357 -20.387 10.570 0.115
H 11.170 -19.587 11.909 0.122
H 10.300 -22.168 11.993 0.086
H 13.106 -22.753 9.929 0.040
```

Charge: +1
Orbital gap (spin up / spin down) (eV): 7.54 / 7.52
Molar mass (g mol⁻¹): 784.53
Highest occupied orbital energy (spin up / spin down) (eV): -10.43 / -10.43
2S+1: 4
Energy (eV): -110864.732

Record 2
DFT (ωB97M-V with the def2-TZVPD basis set) results for C24H66MgN5O7 as an isolated structure at a distorted geometry.

```
103
Properties=species:S:1:pos:R:3:lowdin_charge:R:1
Mg 0.575 0.375 2.358 0.467
C -0.672 -2.414 -0.667 -0.122
C 0.343 -1.347 -0.547 -0.398
O 0.361 -0.583 0.675 -0.332
H -0.544 -3.274 -0.009 0.063
H -0.588 -2.848 -1.664 0.081
H -1.656 -2.019 -0.418 0.069
H 0.310 -0.749 -1.457 0.075
H 1.254 -1.931 -0.678 0.093
C -2.913 -0.404 -2.945 -0.079
C -3.759 -1.241 -3.971 -0.297
O -4.183 -0.453 -5.064 -0.068
H -2.241 -1.127 -2.482 0.039
H -3.564 0.058 -2.203 0.068
H -2.295 0.343 -3.442 0.062
H -4.617 -1.622 -3.415 0.106
H -3.212 -2.117 -4.321 0.108
H -4.206 0.442 -4.717 0.069
C -1.213 -3.206 3.944 0.006
C -0.222 -1.980 3.953 -0.408
C 1.116 -2.269 3.274 -0.105
O 2.021 -1.084 3.068 -0.252
C 3.163 -1.479 2.305 -0.056
N -0.757 -0.840 3.300 0.016
H -1.358 -3.598 2.938 0.066
H -2.203 -2.852 4.230 0.089
H -0.920 -3.877 4.753 0.096
H -0.027 -1.671 4.980 0.145
H 0.907 -2.933 2.436 0.135
H 1.663 -2.931 3.945 0.137
H 3.733 -2.338 2.659 0.109
H 3.802 -0.634 2.049 0.085
H 2.834 -1.804 1.318 0.092
H -1.390 -1.397 2.744 0.104
H -1.428 -0.499 3.974 0.118
C -0.043 5.066 -4.283 -0.036
C 1.351 4.798 -3.805 -0.337
C 2.219 3.705 -4.571 -0.096
O 1.585 2.420 -4.506 -0.103
C 1.576 1.743 -3.189 -0.001
N 2.003 6.059 -4.052 0.250
H -0.582 4.119 -4.294 0.098
H -0.059 5.517 -5.275 0.102
H -0.617 5.799 -3.716 0.104
H 1.264 4.687 -2.724 0.150
H 3.276 3.605 -4.323 0.142
H 2.222 3.880 -5.647 0.149
H 2.577 1.671 -2.765 0.095
H 1.188 0.726 -3.249 0.096
H 0.883 2.321 -2.577 0.087
H 2.004 6.453 -4.982 0.148
H 2.975 6.074 -3.780 0.140
C -2.109 2.058 0.329 0.000
C -0.743 2.526 1.005 -0.366
C -0.877 4.057 1.162 -0.181
O 0.211 4.634 1.916 -0.165
C 1.268 4.856 0.976 -0.093
N -0.699 1.896 2.291 0.035
H -2.912 1.700 0.972 0.090
H -1.948 1.236 -0.369 0.065
H -2.541 2.889 -0.229 0.077
H 0.232 2.388 0.539 0.122
H -1.762 4.266 1.763 0.140
H -1.056 4.601 0.235 0.123
H 1.785 3.983 0.580 0.051
H 2.037 5.398 1.525 0.101
H 0.947 5.518 0.172 0.087
H -1.673 1.949 2.550 0.116
H -0.267 2.678 2.764 0.074
C 2.542 2.776 5.413 -0.008
C 1.911 2.313 4.039 -0.366
C 2.958 2.096 2.956 -0.135
O 2.365 1.455 1.834 -0.241
C 3.044 1.529 0.635 -0.104
N 1.143 1.094 4.187 0.031
H 3.245 2.054 5.828 0.088
H 1.812 3.020 6.185 0.084
H 3.009 3.748 5.253 0.085
H 1.359 3.167 3.648 0.122
H 3.811 1.528 3.327 0.142
H 3.437 2.980 2.535 0.141
H 2.691 0.844 -0.136 0.099
H 4.129 1.430 0.677 0.115
H 2.842 2.460 0.105 0.068
H 0.552 1.132 5.005 0.130
H 1.884 0.440 4.397 0.104
C -0.578 -6.352 -2.928 -0.089
C -1.860 -6.929 -2.446 -0.400
C -2.178 -6.627 -0.929 -0.178
O -2.534 -5.274 -0.818 -0.197
C -2.889 -4.936 0.481 -0.136
N -2.974 -6.359 -3.241 0.034
H -0.391 -5.340 -2.569 0.064
H -0.396 -6.372 -4.003 0.081
H 0.262 -6.907 -2.510 0.075
H -1.857 -8.011 -2.577 0.134
H -1.260 -6.875 -0.396 0.124
H -3.011 -7.247 -0.597 0.128
H -2.121 -4.755 1.233 0.057
H -3.704 -5.432 1.006 0.100
H -3.180 -3.921 0.208 0.085
H -2.764 -6.289 -4.226 0.064
H -3.128 -5.412 -2.923 0.052
```

Charge: +2
Orbital gap (spin up / spin down) (eV): 6.90 / 1.41
Molar mass (g mol⁻¹): 561.13
Highest occupied orbital energy (spin up / spin down) (eV): -11.70 / -11.70
2S+1: 2
Energy (eV): -53167.510